Entry 1:
C4H9S | ωB97M-V/def2-TZVPD

```
! RIJCOSX wB97M-V def2-TZVPD def2/J DEFGRID3
* xyz -1 1
C 1.38260 1.92408 1.54726
S 2.66498 0.61453 2.03795
H 0.28669 1.59833 1.82108
H 1.33367 2.19137 0.43764
H 1.55013 2.88664 2.16905
C -0.37705 -2.09906 -0.61431
C -1.20884 -1.01320 -1.24312
C -1.13642 0.34687 -0.87071
H 0.56693 -1.97046 -1.10685
H -0.74814 -3.01286 -1.03437
H -0.30019 -2.07226 0.44062
H -1.97457 -1.30762 -2.03973
H -1.98896 1.05351 -0.98302
H -0.05082 0.86014 -0.56149
*
```

Results
ΔE to the lowest compared entry with this formula, charge and spin: 219.4 kJ/mol
HOMO energy: -2.18 eV
total energy: -555.92080 Ha

Löwdin population analysis, charges in e, atoms 1 to 5: number 1, C, carries -0.7788; number 2, S, carries -0.1509; number 3, H, carries -0.0059; number 4, H, carries -0.0292; number 5, H, carries -0.0143

Entry 2:
C4HBr2ClN2 | ωB97M-V/def2-TZVPD

```
! RIJCOSX wB97M-V def2-TZVPD def2/J DEFGRID3
* xyz 0 1
C -0.53402 1.51800 0.35531
C -1.49405 -0.67128 -0.14698
C 1.13754 -0.49494 0.21740
C -0.55315 0.38112 -0.44487
N -0.53546 2.48098 0.96132
N -2.11256 -1.55544 0.24943
Cl 1.70210 -1.67397 -0.90886
Br 0.92295 -1.00597 2.06978
Br -0.34621 0.63780 -2.28939
H 1.81287 0.38370 -0.06314
*
```

Results
ΔE to the lowest compared entry with this formula, charge and spin: 0.0 kJ/mol
HOMO energy: -10.48 eV
total energy: -5870.65778 Ha

Löwdin population analysis, charges in e, atoms 1 to 5: number 1, C, carries -0.3436; number 2, C, carries -0.3345; number 3, C, carries -1.0955; number 4, C, carries -0.8478; number 5, N, carries 0.2210

Entry 3:
C4HBrClI | ωB97M-V/def2-TZVPD

```
! RIJCOSX wB97M-V def2-TZVPD def2/J DEFGRID3
* xyz 0 1
C -1.73070 -0.30323 -0.34002
C -1.10377 0.72449 0.03818
C 0.99509 -0.84234 0.10124
C -0.24858 -0.69202 -0.13552
Cl -0.92401 2.29395 0.40779
Br 2.23650 -2.12591 0.29844
I 3.21645 1.90716 0.23774
H -2.44099 -0.96211 -0.60785
*
```

Results
ΔE to the lowest compared entry with this formula, charge and spin: 380.8 kJ/mol
HOMO energy (alpha / beta): -7.89 / -7.87 eV
total energy: -3484.65603 Ha

Löwdin population analysis, charges in e, atoms 1 to 5: number 1, C, carries 0.0584; number 2, C, carries -0.6422; number 3, C, carries -0.6335; number 4, C, carries -0.1612; number 5, Cl, carries 0.8368

Entry 4:
C4HBrN2O2S2 | ωB97M-V/def2-TZVPD

```
! RIJCOSX wB97M-V def2-TZVPD def2/J DEFGRID3
* xyz -2 1
O 1.36228 1.64391 2.20109
C 1.45107 1.22609 1.03541
O 2.43005 1.19156 0.27132
C 0.27185 0.45959 0.39570
C -0.25675 -0.74810 0.81314
Br -0.02894 -1.38481 2.52425
C -1.08036 -1.29267 -0.20063
S -2.03431 -2.64683 -0.36718
N -0.77336 -0.47711 -1.33440
N -0.04212 0.63205 -0.94556
S -0.05253 1.77196 -2.11959
H -1.24687 -0.37564 -2.27355
*
```

Results
SMILES: O=C([O-])c1c(Br)c(=S)[nH]n1[S-]
ΔE to the lowest compared entry with this formula, charge and spin: 0.0 kJ/mol
HOMO energy: 0.03 eV
total energy: -3783.41299 Ha

Löwdin population analysis, charges in e, atoms 1 to 5: number 1, O, carries -0.0859; number 2, C, carries -0.7383; number 3, O, carries -0.0600; number 4, C, carries -0.2028; number 5, C, carries -0.7325

Entry 5:
C4HClF2 | ωB97M-V/def2-TZVPD

```
! RIJCOSX wB97M-V def2-TZVPD def2/J DEFGRID3
* xyz 0 1
C 1.73287 0.59423 -1.13443
C 0.90486 0.17524 -0.37690
C -0.05699 -0.33584 0.54424
Cl 0.48871 -1.23351 1.91837
C -1.35849 -0.14594 0.37336
F -2.29949 -0.57502 1.16673
F -1.86684 0.53187 -0.65214
H 2.45537 0.98897 -1.83923
*
```

Results
SMILES: C#CC(Cl)=C(F)F
ΔE to the lowest compared entry with this formula, charge and spin: 0.8 kJ/mol
HOMO energy: -9.42 eV
total energy: -812.84977 Ha

Löwdin population analysis, charges in e, atoms 1 to 5: number 1, C, carries 0.1387; number 2, C, carries -0.1589; number 3, C, carries -0.6285; number 4, Cl, carries 0.7125; number 5, C, carries -0.4101

Entry 6:
C4HF2NO2 | ωB97M-V/def2-TZVPD

```
! RIJCOSX wB97M-V def2-TZVPD def2/J DEFGRID3
* xyz 0 3
C 1.19910 -0.37310 -0.01814
C 2.59700 -0.52401 0.21331
C 0.07127 0.65000 0.10572
C -1.39708 0.51240 -0.02308
N -1.88990 -0.63539 -0.41177
O 3.64913 -0.83592 0.08380
O -3.12663 -0.81615 -0.49568
F 0.50133 1.91224 0.18266
F -2.24605 1.48367 0.23080
H 0.64183 -1.37374 0.13237
*
```

Results
ΔE to the lowest compared entry with this formula, charge and spin: 42.0 kJ/mol
HOMO energy (alpha / beta): -7.56 / -8.90 eV
total energy: -557.73466 Ha

Löwdin population analysis, charges in e, atoms 1 to 5: number 1, C, carries 0.0268; number 2, C, carries -0.1414; number 3, C, carries -0.1739; number 4, C, carries -0.2508; number 5, N, carries -0.0678

Entry 7:
C4HF3S | ωB97M-V/def2-TZVPD

```
! RIJCOSX wB97M-V def2-TZVPD def2/J DEFGRID3
* xyz 0 1
C 0.16856 2.00074 1.27991
C 0.40080 0.93649 0.63136
C 0.38922 0.07911 -0.52088
S 1.49477 0.29326 -1.58042
C -0.42819 -1.19519 -0.46181
F -0.32955 -1.85558 -1.62551
F -1.67996 -0.85177 -0.28509
F -0.09784 -1.95982 0.45810
H 0.08219 2.55277 2.10434
*
```

Results
SMILES: C#CC(=S)C(F)(F)F
ΔE to the lowest compared entry with this formula, charge and spin: 16.6 kJ/mol
HOMO energy: -9.46 eV
total energy: -850.68962 Ha

Löwdin population analysis, charges in e, atoms 1 to 5: number 1, C, carries 0.1928; number 2, C, carries -0.1277; number 3, C, carries -0.7303; number 4, S, carries 0.9426; number 5, C, carries -0.8144

Entry 8:
C4HHgO2 | ωB97M-V/def2-TZVPD

```
! RIJCOSX wB97M-V def2-TZVPD def2/J DEFGRID3
* xyz 0 2
O -1.90479 -1.35909 -0.71019
C -1.28672 -0.41110 -0.05969
C -1.17817 0.86851 0.25538
H -1.35322 -1.72941 -1.41338
C 0.90641 1.07290 0.43136
C 0.11458 -0.03598 0.78365
O 1.82950 0.94856 -0.46572
Hg 2.87241 0.64560 1.17859
*
```

Results
ΔE to the lowest compared entry with this formula, charge and spin: 520.9 kJ/mol
HOMO energy (alpha / beta): -8.06 / -8.00 eV
total energy: -456.50374 Ha

Löwdin population analysis, charges in e, atoms 1 to 5: number 1, O, carries 0.1327; number 2, C, carries -0.2809; number 3, C, carries 0.1053; number 4, H, carries 0.1486; number 5, C, carries -0.5953

Entry 9:
C4HLiO4Rh | ωB97M-V/def2-TZVPD

```
! RIJCOSX wB97M-V def2-TZVPD def2/J DEFGRID3
* xyz 2 6
O -0.58630 3.56600 0.01198
C -0.40402 4.59069 -0.43014
C -0.83708 -0.59591 -0.56156
C -1.15459 -1.17650 0.49846
H -1.88703 -1.43882 1.24737
Li -0.92228 1.54632 0.54445
O 1.62581 -1.20249 0.59094
C 1.35893 -0.27055 -0.21321
O 1.25142 0.87512 0.30664
O 0.39868 -0.61134 -1.11711
Rh 3.13335 0.61808 1.25226
*
```

Results
ΔE to the lowest compared entry with this formula, charge and spin: 30.6 kJ/mol
HOMO energy (alpha / beta): -16.31 / -18.97 eV
total energy: -571.04605 Ha

Löwdin population analysis, charges in e, atoms 1 to 5: number 1, O, carries -0.0331; number 2, C, carries 0.1199; number 3, C, carries -0.0930; number 4, C, carries 0.2443; number 5, H, carries 0.1017

Entry 10:
C4HN2O4 | ωB97M-V/def2-TZVPD

```
! RIJCOSX wB97M-V def2-TZVPD def2/J DEFGRID3
* xyz -1 1
O 3.54186 1.55226 -0.68906
C 3.63888 0.38948 -0.33804
C 4.21987 -0.71305 0.21434
O 4.79294 -1.75572 0.41790
N 2.79054 -0.71862 -0.24425
N 1.50693 -0.96355 -0.19499
C 0.47239 -0.99197 -0.89703
C -0.81804 -1.12270 -0.35735
O -1.50444 -2.12162 -0.16128
O -1.45466 0.08452 -0.40934
H -0.76243 0.67819 -0.77548
*
```

Results
SMILES: O=c1c(=O)n1N=C=C([O-])O
ΔE to the lowest compared entry with this formula, charge and spin: 371.0 kJ/mol
HOMO energy (alpha / beta): -3.42 / -3.42 eV
total energy: -563.38971 Ha

Löwdin population analysis, charges in e, atoms 1 to 5: number 1, O, carries 0.0169; number 2, C, carries -0.4089; number 3, C, carries -0.2656; number 4, O, carries 0.0443; number 5, N, carries 0.0908

Entry 11:
C4HNO | ωB97M-V/def2-TZVPD

```
! RIJCOSX wB97M-V def2-TZVPD def2/J DEFGRID3
* xyz 0 1
C 1.71235 0.50682 0.57355
C 0.81158 0.15212 -0.33297
C -0.57513 -0.20868 -0.76409
O -0.73028 -0.34897 -1.98807
C -1.59941 -0.50331 0.18181
N -2.20067 -0.23600 1.29911
H 2.58158 0.63802 1.03066
*
```

Results
SMILES: C#CC(=O)C#N
ΔE to the lowest compared entry with this formula, charge and spin: 246.2 kJ/mol
HOMO energy: -11.16 eV
total energy: -282.82343 Ha

Löwdin population analysis, charges in e, atoms 1 to 5: number 1, C, carries 0.2149; number 2, C, carries 0.0300; number 3, C, carries -0.4519; number 4, O, carries 0.0862; number 5, C, carries -0.0432

Entry 12:
C4HNO3 | ωB97M-V/def2-TZVPD

```
! RIJCOSX wB97M-V def2-TZVPD def2/J DEFGRID3
* xyz -2 1
C -1.04465 2.59760 -1.72420
C -0.90489 1.48482 -1.33855
C -0.42907 -1.17510 -0.15615
C 1.31351 -1.29875 1.65801
N 0.49509 -0.79840 0.53465
O 0.65405 -1.92361 2.48622
O -1.35048 -1.62269 -0.77338
O 2.52137 -1.01861 1.62732
H -1.25493 3.75473 -2.31391
*
```

Results
ΔE to the lowest compared entry with this formula, charge and spin: 133.2 kJ/mol
HOMO energy: -0.57 eV
total energy: -433.37143 Ha

Löwdin population analysis, charges in e, atoms 1 to 5: number 1, C, carries -0.4086; number 2, C, carries -0.3890; number 3, C, carries -0.4173; number 4, C, carries -0.8055; number 5, N, carries 0.1824